A single C24H29N3O9S molecule in a non-equilibrium geometry, computed with the ωB97M-V functional and the def2-TZVPD basis.

Results
* total energy: -2171.5638 hartree
* HOMO: -7.84 eV
* energy above the lowest of the compared OMol25 structures with the same formula, charge and spin: 5.6 kJ/mol
* SMILES string: COc1ccc(CCNC(=O)C(=O)NC[C@H]2OCCN2S(=O)(=O)c2ccc3c(c2)OCCO3)cc1OC
* charge: 0

```
66
Properties=species:S:1:pos:R:3:forces:R:3
C -0.5342 2.1311 -4.6678 -0.13 0.04 -0.14
O 0.3204 2.0234 -3.5570 0.15 0.06 0.39
C -0.1910 2.2950 -2.3220 0.20 -0.03 -0.04
C -1.5039 2.6432 -2.0636 0.11 0.00 -0.21
C -1.9199 2.9048 -0.7664 0.10 -0.03 0.17
C -1.0362 2.8291 0.2966 -0.27 0.03 -0.12
C -1.5466 3.1937 1.6705 0.18 -0.02 0.14
C -0.6666 2.8051 2.8517 -0.01 0.25 0.16
N -0.5062 1.3746 2.9372 -0.31 -0.13 -0.23
C 0.5441 0.7628 3.4896 -0.21 0.18 0.01
O 1.4908 1.3047 4.0303 0.14 0.06 0.02
C 0.4306 -0.7573 3.3764 -0.16 -0.24 0.38
O -0.5638 -1.2944 2.9149 -0.07 0.00 0.07
N 1.4941 -1.3886 3.8934 0.28 0.23 0.03
C 1.7631 -2.7727 3.6210 0.11 -0.44 -0.31
C 2.5020 -2.9394 2.2727 0.31 0.63 0.95
O 2.9997 -4.2369 2.0911 0.11 0.13 0.06
C 2.0819 -4.9335 1.2741 -0.35 -0.03 -0.16
C 1.5294 -3.8573 0.3365 0.00 -0.45 -0.46
N 1.5827 -2.6690 1.1713 -0.13 0.92 -0.56
S 1.9335 -1.2476 0.3329 -0.22 -0.64 0.01
O 1.9243 -0.2047 1.3200 -0.09 0.10 0.00
O 3.1362 -1.4168 -0.4319 -0.02 0.02 -0.36
C 0.5365 -1.0864 -0.7502 0.50 -0.20 0.29
C 0.7274 -1.0892 -2.1191 0.13 -0.05 -0.10
C -0.3638 -0.9157 -2.9470 -0.21 -0.03 0.17
C -1.6316 -0.7259 -2.4058 0.09 0.00 0.07
C -1.8140 -0.7674 -1.0153 0.26 -0.12 -0.05
C -0.7139 -0.9441 -0.1880 -0.48 0.08 -0.10
O -3.0501 -0.6519 -0.4441 0.25 0.11 0.18
C -4.1074 -0.8521 -1.3570 -0.17 0.04 -0.50
C -3.8525 -0.0515 -2.6311 -0.39 0.03 0.46
O -2.6719 -0.5029 -3.2641 0.41 -0.16 -0.04
C 0.2869 2.4822 0.0426 0.13 -0.05 -0.14
C 0.7208 2.2176 -1.2468 0.05 0.10 -0.28
O 1.9960 1.9021 -1.5902 -0.41 -0.09 -0.19
C 3.0184 2.0914 -0.6344 0.24 0.04 0.24
H -1.3723 1.4288 -4.6067 0.00 0.02 0.02
H -0.9215 3.1498 -4.7819 0.00 -0.04 0.02
H 0.0790 1.8847 -5.5333 -0.07 0.02 0.01
H -2.2104 2.7396 -2.8736 -0.03 -0.03 -0.11
H -2.9481 3.1873 -0.5893 -0.12 0.02 0.03
H -2.5312 2.7362 1.8052 -0.05 0.07 0.02
H -1.6914 4.2784 1.7042 -0.06 -0.07 0.09
H 0.3283 3.2524 2.7852 -0.07 0.01 0.03
H -1.1330 3.1762 3.7750 0.15 0.04 -0.14
H -1.2180 0.7772 2.5371 0.12 -0.06 0.08
H 2.2670 -0.7706 4.1167 -0.14 -0.01 0.03
H 2.3809 -3.1982 4.4143 -0.08 0.02 -0.02
H 0.8028 -3.2909 3.5678 0.14 -0.07 0.07
H 3.3494 -2.2385 2.2423 -0.05 -0.17 0.10
H 1.2778 -5.3668 1.8830 0.07 -0.03 -0.08
H 2.6269 -5.7248 0.7606 -0.12 0.04 -0.01
H 2.1735 -3.7263 -0.5412 -0.07 -0.20 0.04
H 0.5027 -4.0474 0.0221 0.07 -0.10 -0.04
H 1.7236 -1.2010 -2.5123 0.11 0.00 -0.13
H -0.2545 -0.9010 -4.0189 0.02 0.04 -0.14
H -0.8438 -0.9929 0.8807 -0.12 0.00 0.19
H -5.0173 -0.5205 -0.8555 0.04 -0.04 -0.09
H -4.1912 -1.9186 -1.6067 -0.01 0.09 0.06
H -4.6583 -0.1817 -3.3552 0.03 0.03 0.11
H -3.7503 1.0088 -2.3690 -0.03 -0.10 -0.07
H 0.9890 2.3962 0.8535 0.15 -0.01 0.14
H 2.9114 1.4171 0.2172 0.04 0.16 -0.08
H 3.9450 1.8614 -1.1567 -0.01 0.04 0.06
H 3.0392 3.1294 -0.2857 -0.01 -0.02 -0.02
```
Positions in Å, forces in eV/Å.

5 unconnected molecules or ions with the total composition C23H51N5O8, computed with the ωB97M-V functional and the def2-TZVPD basis.

Results
* total energy: -1782.6617 hartree
* HOMO: -9.00 eV
* SMILES string: COCCCCCCCCCOC(=O)ON.CNC(C)=O.CNC(C)=O.CNC(C)=O.CNC(C)=O
* charge: 0

```
87
Properties=species:S:1:pos:R:3:forces:R:3
C 1.2341 0.9320 -4.5716 -0.19 0.02 -0.10
O 0.6212 0.6254 -3.3375 0.06 -0.01 0.12
C 0.2460 1.7603 -2.5708 0.20 0.07 -0.18
C -0.8944 2.5716 -3.1596 -0.31 0.14 0.10
C -2.3166 1.9394 -3.1588 0.32 -0.11 0.08
C -2.4844 0.4811 -2.6741 -0.40 0.10 0.03
C -2.9619 0.3208 -1.2136 0.17 -0.31 -0.23
C -1.8665 0.1294 -0.1604 -0.30 0.04 0.05
C -0.9157 -1.0310 -0.4698 0.28 0.24 0.38
C -0.2589 -1.5699 0.8058 0.05 -0.01 -0.07
C 0.9768 -2.4054 0.5528 -0.07 -0.03 0.37
O 0.6270 -3.4848 -0.3509 0.06 0.23 -0.20
C 1.6436 -4.2220 -0.7555 0.25 -0.24 0.33
O 2.7414 -4.2832 -0.2695 -0.28 0.13 -0.15
O 1.3082 -5.0537 -1.7757 -0.02 0.14 -0.15
N 0.2959 -4.5175 -2.6356 -0.04 0.27 0.13
H 1.6829 1.9323 -4.5619 0.09 -0.10 0.03
H 2.0047 0.1833 -4.7597 0.00 0.06 0.01
H 0.5106 0.8969 -5.3962 0.03 0.03 0.07
H -0.0026 1.3845 -1.5799 -0.04 -0.01 -0.04
H 1.1235 2.4149 -2.4550 -0.07 -0.04 0.00
H -0.6362 2.8655 -4.1824 0.08 -0.06 0.08
H -0.9258 3.5108 -2.5946 0.03 -0.07 -0.04
H -2.7044 2.0011 -4.1788 -0.02 0.04 0.10
H -2.9664 2.5653 -2.5392 -0.03 0.00 -0.14
H -3.2684 0.0397 -3.2992 0.11 0.01 0.01
H -1.5882 -0.1123 -2.8550 0.01 0.06 -0.02
H -3.6093 1.1659 -0.9599 0.04 -0.02 0.09
H -3.5966 -0.5734 -1.1697 0.03 0.08 0.01
H -1.3164 1.0660 -0.0140 0.10 -0.11 0.04
H -2.3554 -0.0803 0.8001 0.01 0.08 -0.06
H -0.1079 -0.6952 -1.1278 -0.17 -0.12 -0.20
H -1.4582 -1.8317 -0.9789 0.09 0.02 -0.05
H -0.9778 -2.1435 1.4010 0.01 0.04 -0.06
H 0.0732 -0.7356 1.4346 -0.02 -0.06 -0.02
H 1.7700 -1.8110 0.0939 -0.04 -0.06 -0.05
H 1.3594 -2.8289 1.4819 0.05 0.04 -0.10
H -0.5725 -4.9677 -2.3654 0.03 -0.14 -0.07
H 0.5773 -4.8473 -3.5505 -0.05 -0.17 0.00
C 5.1702 0.9444 1.0570 -0.13 0.00 0.05
N 4.0430 0.4692 1.8298 -0.03 -0.10 0.09
C 3.7287 -0.7989 2.1715 0.10 0.04 -0.10
C 4.6363 -1.9088 1.6922 -0.04 -0.01 0.06
O 2.7277 -1.0340 2.8406 -0.12 -0.01 0.06
H 5.7686 1.6423 1.6445 0.04 -0.01 -0.01
H 4.8247 1.4656 0.1632 0.03 -0.01 -0.02
H 5.8012 0.1141 0.7553 0.02 -0.01 -0.01
H 3.3825 1.1683 2.1472 0.07 0.19 -0.18
H 4.2345 -2.8547 2.0410 -0.02 0.00 -0.01
H 4.6828 -1.9321 0.6029 0.04 -0.01 0.00
H 5.6465 -1.7804 2.0831 0.02 0.00 -0.04
C 1.3659 -8.3163 -2.2147 0.03 -0.11 -0.39
N 0.6488 -8.8514 -3.3622 -0.03 0.02 0.09
C -0.5355 -9.5163 -3.3859 -0.02 -0.01 0.00
C -1.2216 -9.7519 -2.0584 -0.03 -0.03 -0.04
O -1.0195 -9.9011 -4.4371 -0.01 0.00 0.01
H 1.4961 -7.2426 -2.3235 0.05 -0.01 0.15
H 2.3493 -8.7834 -2.1392 0.00 0.01 0.11
H 0.8172 -8.5119 -1.2998 -0.01 0.01 0.02
H 1.0578 -8.7300 -4.2751 0.01 -0.01 -0.01
H -2.1458 -10.2882 -2.2484 0.00 0.00 -0.03
H -0.5936 -10.3470 -1.3947 0.00 0.03 0.04
H -1.4523 -8.8075 -1.5641 0.03 -0.01 0.04
C 0.5042 5.2560 3.8966 -0.02 0.10 -0.16
N 1.4328 4.6918 2.9362 0.04 -0.04 0.04
C 1.9193 3.4305 2.8814 -0.15 0.02 0.08
C 1.4578 2.4566 3.9424 0.08 -0.02 -0.07
O 2.6978 3.1025 1.9935 0.06 -0.09 0.03
H -0.3925 5.6193 3.3907 -0.01 0.00 0.02
H 0.9636 6.0946 4.4228 -0.01 -0.02 0.05
H 0.2145 4.5077 4.6266 0.01 -0.02 0.01
H 1.7711 5.2901 2.1988 -0.03 0.01 -0.02
H 1.9197 1.4891 3.7634 -0.02 -0.03 -0.01
H 1.7395 2.8045 4.9367 -0.04 0.01 0.02
H 0.3748 2.3348 3.9091 -0.01 0.02 0.04
C -4.7787 7.3422 4.5871 0.17 0.05 0.02
N -3.5465 7.3967 3.8253 -0.04 -0.04 0.01
C -3.3509 7.0897 2.5149 -0.04 0.01 -0.02
C -4.5534 6.6314 1.7224 0.04 0.00 -0.03
O -2.2451 7.1852 2.0094 0.07 -0.05 0.04
H -5.0342 8.3284 4.9777 -0.05 -0.01 -0.01
H -4.6823 6.6534 5.4279 -0.04 -0.02 -0.01
H -5.5943 7.0018 3.9586 -0.02 -0.01 0.00
H -2.7098 7.7022 4.2964 0.00 0.02 0.00
H -4.2294 6.4297 0.7066 0.03 0.01 0.00
H -4.9778 5.7215 2.1481 -0.04 0.02 0.01
H -5.3252 7.4014 1.7035 -0.03 -0.03 0.02
```
Positions in Å, forces in eV/Å.

A single C4H8N2OS molecule, computed with the ωB97M-V functional and the def2-TZVPD basis.

Results
* total energy: -740.0857 hartree
* HOMO: -9.04 eV
* energy above the lowest of the compared OMol25 structures with the same formula, charge and spin: 200.4 kJ/mol
* SMILES string: [H]/N=C\N(S)C(=C)OC
* charge: 0

```
16
Properties=species:S:1:pos:R:3:forces:R:3
H -1.1437 -0.4719 -1.7924 -0.07 -0.08 -0.14
N -2.0183 -0.2553 -1.3150 0.25 -0.04 -0.07
C -1.7955 0.3434 -0.2303 -0.01 0.31 0.20
N -0.5728 0.7245 0.3417 0.68 -0.17 -0.36
S -0.5688 1.7197 1.7183 0.00 -0.44 0.19
C 0.6510 0.4738 -0.3639 0.30 0.26 0.00
C 1.5606 1.4062 -0.6551 -0.59 -0.35 0.24
O 0.8395 -0.8217 -0.7736 -0.19 0.37 0.05
C 0.5851 -1.8254 0.2068 -0.36 0.44 0.59
H -2.6021 0.6713 0.4016 -0.48 -0.02 0.21
H -0.3899 0.7531 2.6682 -0.06 0.33 -0.33
H 1.3805 2.4516 -0.4132 0.11 -0.32 -0.12
H 2.4802 1.0811 -1.1203 0.00 0.17 0.01
H 1.1842 -1.6055 1.1125 -0.35 -0.24 -0.32
H 0.9075 -2.7516 -0.2389 0.10 -0.29 -0.06
H -0.4975 -1.8934 0.4537 0.68 0.05 -0.10
```
Positions in Å, forces in eV/Å.

Q: Look up the charge of the second one.
A: 0

Q: Look up the total energy of the third one.
A: -740.0857 hartree

What did the third record say?
A single C4H8N2OS molecule, computed with the ωB97M-V functional and the def2-TZVPD basis.

Results
* total energy: -740.0857 hartree
* HOMO: -9.04 eV
* energy above the lowest of the compared OMol25 structures with the same formula, charge and spin: 200.4 kJ/mol
* SMILES string: [H]/N=C\N(S)C(=C)OC
* charge: 0

```
16
Properties=species:S:1:pos:R:3:forces:R:3
H -1.1437 -0.4719 -1.7924 -0.07 -0.08 -0.14
N -2.0183 -0.2553 -1.3150 0.25 -0.04 -0.07
C -1.7955 0.3434 -0.2303 -0.01 0.31 0.20
N -0.5728 0.7245 0.3417 0.68 -0.17 -0.36
S -0.5688 1.7197 1.7183 0.00 -0.44 0.19
C 0.6510 0.4738 -0.3639 0.30 0.26 0.00
C 1.5606 1.4062 -0.6551 -0.59 -0.35 0.24
O 0.8395 -0.8217 -0.7736 -0.19 0.37 0.05
C 0.5851 -1.8254 0.2068 -0.36 0.44 0.59
H -2.6021 0.6713 0.4016 -0.48 -0.02 0.21
H -0.3899 0.7531 2.6682 -0.06 0.33 -0.33
H 1.3805 2.4516 -0.4132 0.11 -0.32 -0.12
H 2.4802 1.0811 -1.1203 0.00 0.17 0.01
H 1.1842 -1.6055 1.1125 -0.35 -0.24 -0.32
H 0.9075 -2.7516 -0.2389 0.10 -0.29 -0.06
H -0.4975 -1.8934 0.4537 0.68 0.05 -0.10
```
Positions in Å, forces in eV/Å.

Q: Which formula does entry 3 have?
A: C4H8N2OS